The following is a DFT calculation (wB97M-V/def2-TZVPD) of a structure of composition C38H54BF8NO4P3S2ScSi in a non-equilibrium geometry.

XYZ file:
```
113
Properties=species:S:1:pos:R:3:forces:R:3:mulliken_charge:R:1
Sc -0.6068 0.3960 -1.0072 2.2 -2.0 1.7 -2.36
C 2.3800 3.8912 -0.1444 0.0 0.0 0.0 -1.31
C 2.4662 2.5247 0.5557 -0.1 0.3 0.1 1.56
C 3.5065 2.5797 1.6734 0.1 0.0 0.0 -1.84
P 0.7861 1.8081 0.9572 0.0 0.0 0.6 2.39
C -0.0681 3.2983 1.7016 -0.1 -0.1 0.1 1.14
C 0.6067 4.1891 2.7517 0.0 0.1 0.0 -2.05
C -1.4622 2.9291 2.1977 0.0 0.1 0.0 -1.28
C 1.0899 0.6408 2.3540 0.0 0.0 0.0 0.52
C 1.5229 1.1244 3.5985 0.0 0.0 0.0 -0.08
C 1.7194 0.2873 4.6835 0.0 0.0 0.0 -1.09
C 1.4882 -1.0747 4.5423 0.0 0.0 0.0 -1.04
C 1.0619 -1.5630 3.3195 0.0 0.0 -0.1 -0.03
C 0.8530 -0.7341 2.1997 0.0 -0.4 0.3 0.28
Si 0.2700 -1.7121 0.6363 0.4 1.6 1.0 -0.21
C 1.7702 -2.7149 0.0685 -0.3 -0.6 -0.1 0.70
C 2.2393 -3.8686 0.7028 0.1 0.1 0.0 -0.09
C 3.1122 -4.7480 0.0668 -0.1 0.1 0.1 -1.11
C 3.4990 -4.4992 -1.2384 0.0 0.1 -0.1 -1.02
C 3.0841 -3.3290 -1.8688 0.0 -0.1 0.0 -0.67
C 2.2518 -2.4222 -1.2208 0.0 -0.1 -0.1 0.48
P 1.9655 -0.7262 -1.8678 -0.2 -0.3 0.0 1.40
C 3.7452 -0.1524 -1.5189 0.0 0.0 0.0 0.09
C 3.9948 -0.4414 -0.0314 0.1 0.1 0.0 -2.12
C 4.9716 -0.7004 -2.2619 0.0 0.0 0.0 -1.51
C 1.7467 -0.8100 -3.7324 0.1 0.0 0.1 1.52
C 2.9662 -0.7852 -4.6549 0.0 0.0 0.0 -1.87
C 0.8001 -1.9410 -4.1391 0.0 0.0 -0.1 -1.16
C -1.1830 -2.7288 1.3518 0.1 -0.5 -0.3 0.58
C -1.0387 -4.0693 1.7334 -0.1 0.0 0.1 0.03
C -2.1261 -4.8503 2.1050 0.2 0.1 0.0 -0.96
C -3.3974 -4.3069 2.0634 -0.1 0.0 0.0 -1.18
C -3.5690 -2.9889 1.6677 0.0 0.0 0.0 -0.46
C -2.4830 -2.1837 1.3111 -0.1 0.0 0.1 0.05
P -2.6868 -0.3764 0.9567 0.0 -0.3 0.3 2.14
C -3.3430 0.1856 2.6071 0.2 -0.1 0.2 0.66
C -4.7055 -0.3366 3.0664 0.0 0.0 0.1 -1.70
C -2.3021 -0.1230 3.6958 -0.1 0.0 0.0 -1.90
C -4.0910 -0.0870 -0.2383 -0.1 0.1 0.2 1.80
C -5.1205 -1.1881 -0.4605 -0.1 0.0 0.0 -1.98
C -4.7567 1.2604 0.0677 -0.1 0.0 -0.1 -1.35
H 3.3830 4.1845 -0.4739 -0.1 0.0 0.1 0.54
H 2.0110 4.6795 0.5165 0.1 -0.1 -0.1 0.20
H 1.7438 3.8601 -1.0260 0.0 0.0 0.0 0.19
H 2.8170 1.8314 -0.1888 0.2 -0.3 -0.3 -0.90
H 3.2934 3.3671 2.4017 0.1 -0.1 -0.1 0.31
H 4.4821 2.8075 1.2287 -0.1 0.0 0.0 0.46
H 3.5997 1.6404 2.2126 0.0 0.0 0.0 0.35
H -0.1948 3.9035 0.8050 0.0 0.0 -0.1 -0.16
H 0.4844 3.7779 3.7551 0.0 0.0 0.0 0.48
H 0.1123 5.1669 2.7507 0.0 -0.1 0.0 0.43
H 1.6667 4.3625 2.5755 -0.1 0.0 0.0 0.31
H -1.3977 2.3516 3.1227 0.0 0.0 0.0 0.34
H -2.0020 2.3435 1.4599 0.0 0.0 0.0 -0.34
H -2.0425 3.8345 2.4057 0.0 0.0 0.0 0.60
H 1.7247 2.1782 3.7183 0.0 0.0 0.0 0.48
H 2.0521 0.6960 5.6310 0.0 0.0 0.0 0.42
H 1.6335 -1.7485 5.3801 0.0 0.0 0.0 0.42
H 0.8611 -2.6311 3.2388 0.0 0.2 0.0 0.15
H 1.9255 -4.0935 1.7191 0.1 0.0 -0.1 0.32
H 3.4696 -5.6306 0.5839 0.0 0.0 0.0 0.39
H 4.1379 -5.2002 -1.7624 0.0 0.0 0.0 0.42
H 3.4122 -3.1315 -2.8821 0.0 0.0 0.0 0.41
H 3.7097 0.9255 -1.6948 0.0 0.1 0.1 0.81
H 4.3022 -1.4845 0.0865 0.0 0.1 0.0 0.35
H 3.1162 -0.2992 0.5971 -0.1 0.1 0.1 0.48
H 4.8012 0.1898 0.3465 0.0 0.0 0.0 0.54
H 4.9841 -1.7924 -2.2829 0.0 0.1 0.0 0.18
H 5.8640 -0.3846 -1.7074 -0.1 0.0 -0.1 0.47
H 5.0799 -0.3284 -3.2729 0.0 0.0 -0.1 0.38
H 1.2272 0.1327 -3.9006 -0.1 0.1 -0.1 -0.50
H 3.6242 -1.6453 -4.5203 0.0 0.0 0.0 0.30
H 3.5531 0.1254 -4.5365 0.0 0.0 0.0 0.37
H 2.6087 -0.8055 -5.6895 0.0 0.0 0.1 0.51
H 1.1705 -2.9161 -3.8228 0.0 0.0 0.0 0.34
H 0.7049 -1.9508 -5.2300 0.0 0.0 0.1 0.52
H -0.1956 -1.8142 -3.7218 0.1 0.0 0.0 -0.14
H -0.0529 -4.5208 1.7321 -0.1 0.0 0.0 0.26
H -1.9802 -5.8788 2.4127 0.0 0.0 0.0 0.42
H -4.2603 -4.9045 2.3346 0.0 0.0 0.0 0.42
H -4.5732 -2.5946 1.6233 0.1 0.0 0.0 0.50
H -3.4146 1.2664 2.5023 -0.1 0.1 0.0 0.96
H -4.6488 -1.3855 3.3590 0.0 0.1 0.0 0.36
H -5.4947 -0.2289 2.3224 0.1 0.0 0.1 0.28
H -5.0094 0.2285 3.9531 0.0 0.0 0.0 0.46
H -2.3196 -1.1888 3.9443 0.0 0.1 0.0 0.35
H -2.5326 0.4392 4.6067 0.0 -0.1 -0.1 0.53
H -1.2844 0.1209 3.3936 0.0 0.0 0.0 0.32
H -3.5733 0.0374 -1.1851 0.0 0.0 -0.2 -0.73
H -5.7718 -1.3206 0.4065 0.0 0.0 -0.1 0.28
H -4.6528 -2.1443 -0.6956 0.0 0.0 0.0 0.44
H -5.7545 -0.9105 -1.3084 0.0 0.0 0.1 0.51
H -5.3447 1.2357 0.9856 0.0 0.0 -0.1 0.27
H -5.4360 1.5104 -0.7525 0.0 0.0 0.0 0.49
H -4.0312 2.0702 0.1499 0.0 0.0 0.0 0.16
F -2.5972 4.9974 -1.7693 0.0 0.2 0.0 -0.19
C -1.3340 4.6885 -2.0073 -0.2 -0.4 -0.2 0.48
F -0.9408 5.2021 -3.1581 0.1 0.2 0.0 -0.19
F -0.5652 5.1273 -1.0316 0.2 0.3 0.3 -0.15
S -1.1918 2.8614 -2.1005 -0.3 0.2 -0.6 1.10
O 0.2206 2.4928 -2.1423 -0.6 0.4 0.1 -0.67
O -1.8719 2.2924 -0.9341 0.0 0.6 -0.6 -0.21
N -2.0084 2.6723 -3.4376 0.1 -0.3 0.3 -0.71
S -1.9225 1.1960 -4.0188 0.1 -0.3 0.6 1.24
O -3.1592 0.6593 -4.4686 0.0 0.2 0.1 -0.70
O -1.0843 0.3731 -3.1330 -0.7 0.3 -1.4 -0.66
C -0.9173 1.4494 -5.5223 -0.1 0.0 0.3 0.62
F -0.5823 0.2699 -6.0181 0.1 -0.1 -0.3 -0.18
F -1.6448 2.1262 -6.3964 0.1 0.1 -0.2 -0.22
F 0.1757 2.1368 -5.2148 0.2 0.0 -0.2 -0.22
F -1.9086 -1.3908 -1.4798 -0.8 -0.5 0.3 -0.46
B -0.6369 -1.9557 -1.2457 -0.2 0.8 -2.3 -0.62
F -0.5765 -3.1854 -1.7790 -0.2 -0.2 0.6 0.07
```
Forces are in eV/Å.

The energy above the lowest of the compared OMol25 structures with the same formula, charge and spin comes out at 109.8 kcal per mole. The value obtained for the molar mass is 981.747 g mol⁻¹. As for the HOMO-LUMO gap: 5.90 eV. As for the total charge: 0. For the highest occupied orbital energy, the calculation gives -5.374 eV. As for the calculated total energy: -5530.66779 a.u. The spin multiplicity is 1.